11
Properties=species:S:1:pos:R:3:forces:R:3 method="wB97M-V/def2-TZVPD" e_lumo_ev=-0.94 relative_energy_kcal_mol=58.7 homo_ha=-0.3192 smiles="N/N=C1/C=NSC1=S" e_tot_ev=-29297.2124 orbital_gap_ev=7.749
N -2.03855 0.22684 0.15895 -0.3 -3.6 -2.2
N -1.01010 1.00564 0.23071 1.6 -1.0 -0.1
C 0.19035 0.38186 0.02623 1.5 0.4 -1.2
C 1.61640 1.03755 -0.14794 -2.2 -1.7 1.0
N 2.66910 0.27797 -0.11558 -2.0 0.1 0.7
S 2.13352 -1.36765 0.27182 0.0 1.4 -1.4
C 0.42882 -1.05730 -0.10649 2.1 3.1 1.9
S -0.63272 -2.20178 -0.07149 -2.4 -3.7 -0.5
H -1.93313 -0.83253 -0.36008 0.2 2.9 1.9
H -3.01831 0.42983 0.35836 0.9 1.3 0.2
H 1.59461 2.09957 -0.24450 0.7 0.7 -0.3


11
Properties=species:S:1:pos:R:3:forces:R:3 method="wB97M-V/def2-TZVPD" e_lumo_ev=-7.19 relative_energy_kcal_mol=115.2 total_charge=+1 homo_ha=-0.5459 e_tot_ev=-11151.7902 orbital_gap_ev=7.666
C -2.00266 -0.31504 -0.10809 0.9 -1.9 3.1
N -1.83605 1.03263 -0.46738 0.3 1.4 -0.6
N -0.85041 1.70345 -0.16917 -3.3 2.3 -2.1
N 0.19034 1.20538 0.40992 3.2 -2.9 1.2
C 1.22765 0.67513 0.29520 -3.0 1.9 0.4
C 2.32846 0.00659 0.28046 2.7 -1.2 -0.2
N 3.13557 -0.77466 -0.06344 0.5 -1.4 0.0
O 3.88871 -1.62231 -0.32909 -0.5 1.1 0.2
H -1.60229 -1.01779 -0.94472 -0.8 1.2 1.4
H -1.36472 -0.43326 0.96314 -1.7 -0.4 -2.8
H -3.11460 -0.46014 0.13316 1.7 -0.1 -0.7


11
Properties=species:S:1:pos:R:3:forces:R:3 method="wB97M-V/def2-TZVPD" e_lumo_ev=0.85 relative_energy_kcal_mol=25.5 homo_ha=-0.3515 smiles=c1nc2[nH]ncn2n1 e_tot_ev=-10607.7611 orbital_gap_ev=10.420
C -1.95030 -0.04307 -0.00427 -3.4 1.9 0.2
N -1.33374 -1.25607 0.02901 2.4 1.4 -0.4
C -0.04275 -0.80749 -0.02943 -2.0 3.3 -0.7
N 1.26587 -1.05805 -0.14718 2.2 -5.1 2.4
N 2.05824 0.01700 0.02620 0.1 1.6 -0.2
C 1.23337 1.01832 0.06544 0.7 3.9 -1.5
N -0.03502 0.63223 -0.10933 -0.1 -3.5 1.2
N -1.27369 1.12452 -0.00422 -0.7 -1.8 -0.6
H -3.09637 0.11674 -0.05050 2.1 -0.9 0.3
H 1.76423 -1.90346 0.31919 -1.7 1.6 -1.6
H 1.41017 2.15932 -0.09492 0.4 -2.4 0.9


11
Properties=species:S:1:pos:R:3:forces:R:3 method="wB97M-V/def2-TZVPD" e_lumo_ev=-1.21 relative_energy_kcal_mol=84.0 homo_ha=-0.3375 e_tot_ev=-10605.2230 orbital_gap_ev=7.973
H 0.78267 2.21886 0.51230 0.3 -0.3 -0.5
N 0.99138 1.44873 1.14289 -0.9 -0.1 0.9
C 0.71730 0.30362 0.69939 3.1 0.2 -2.1
C 0.92116 -0.87732 1.48163 -0.3 -0.4 0.8
N 0.98081 -1.85394 2.08098 0.1 0.0 -0.1
C 0.39005 -0.02187 -0.79786 -4.1 1.2 3.8
N 0.71342 0.68985 -1.75971 1.2 -0.1 -0.4
H 0.09635 0.78055 -2.56092 -0.2 -0.6 0.0
N -1.11735 -0.26784 -0.43328 -0.8 0.9 -2.4
N -1.72556 -1.28459 -0.16543 1.2 -1.5 -1.1
H -2.75025 -1.13604 -0.20000 0.3 0.7 0.9


11
Properties=species:S:1:pos:R:3:forces:R:3 method="wB97M-V/def2-TZVPD" e_lumo_ev=-1.83 relative_energy_kcal_mol=80.0 homo_ha=-0.3798 smiles="[H]/N=c1/ncncnn1" e_tot_ev=-10605.3985 orbital_gap_ev=8.503
H 2.42241 -0.88241 -0.70419 0.7 -0.7 -0.5
N 1.69560 -1.61143 -0.74852 -4.1 4.1 2.4
C 0.73854 -0.85061 -0.11018 4.5 -3.6 -2.1
N -0.41486 -1.25585 0.48556 -1.7 1.8 -0.5
C -1.40122 -0.38623 0.42593 -2.9 -2.6 2.9
N -1.67826 0.72693 -0.32273 2.9 0.0 -0.3
C -0.58504 1.48283 -0.54077 -4.8 0.4 0.0
N 0.45297 1.44660 0.27089 4.5 -3.1 1.4
N 1.11359 0.35110 0.57212 -1.8 3.7 -0.6
H -2.27725 -0.65853 1.22975 1.9 0.7 -2.4
H -0.84220 2.46355 -0.97668 0.7 -0.6 -0.3


11
Properties=species:S:1:pos:R:3:forces:R:3 method="wB97M-V/def2-TZVPD" e_lumo_ev=-1.83 relative_energy_kcal_mol=81.5 homo_ha=-0.3727 smiles="[H]/N=c1/ncncnn1" e_tot_ev=-10605.3339 orbital_gap_ev=8.315
H -0.20771 2.45287 1.15418 0.2 -0.1 -1.1
N 0.46391 2.04688 0.46972 -1.4 0.2 2.0
C 0.06042 1.04900 -0.16578 5.0 1.2 -1.4
N 1.09798 0.33248 -0.93418 -2.0 2.5 0.1
C 1.13986 -0.79762 -0.41779 2.0 -4.3 -1.5
N 0.58196 -1.40616 0.67817 -1.6 0.7 -0.5
C -0.69100 -1.21629 0.79974 -0.5 1.0 2.2
N -1.58494 -0.51182 0.04109 2.5 1.9 -3.8
N -1.01826 0.45155 -0.68692 -5.0 -1.7 2.2
H 1.63668 -1.53785 -1.06224 0.8 0.0 0.7
H -1.26921 -1.51604 1.63589 0.2 -1.5 1.0


12
Properties=species:S:1:pos:R:3:forces:R:3 method="wB97M-V/def2-TZVPD" e_lumo_ev=0.69 relative_energy_kcal_mol=61.5 homo_ha=-0.3276 e_tot_ev=-12653.3665 orbital_gap_ev=9.606
H 0.71762 2.21710 2.12210 -0.1 1.4 2.2
N 0.73407 2.01722 1.17259 2.2 2.3 -0.3
C 0.03881 1.04680 0.99719 -2.4 -2.2 -0.2
O -0.94198 0.45225 1.84892 2.4 -1.5 -2.3
N -1.02722 -1.02024 1.34948 -1.4 0.9 1.9
C -0.58031 -0.91401 0.17393 2.6 2.8 -1.5
N -0.34602 -1.58604 -0.94362 -2.1 -8.4 -0.7
N 0.20295 -0.89900 -1.96922 0.6 -2.6 -0.4
C 0.57322 0.14312 -1.40860 1.2 5.9 -2.7
N 0.09900 0.30673 -0.16489 -2.6 -2.1 2.1
H -0.36283 -2.71200 -1.05475 -0.4 4.0 0.4
H 0.89270 0.94806 -2.12313 0.2 -0.5 1.6


14
Properties=species:S:1:pos:R:3:forces:R:3 method="wB97M-V/def2-TZVPD" e_lumo_ev=3.50 total_charge=-1 homo_ha=-0.1633 e_tot_ev=-15078.0355 orbital_gap_ev=7.943
C 0.05950 -1.11415 1.04841 0.3 -0.8 0.0
C -0.43938 1.87070 -0.99325 0.6 -0.8 -0.4
C 0.47388 1.05022 -1.74214 1.2 -2.2 1.0
N 1.18499 -2.77401 0.57559 1.8 -1.9 1.1
N 1.07766 -1.84971 1.51349 -0.7 0.9 -0.7
N -0.43985 -1.59678 -0.12008 -1.2 2.4 1.9
N 0.28256 -2.65333 -0.30685 0.2 -1.4 -2.5
N -1.09209 2.50701 -0.31447 -1.0 1.2 0.5
N -0.25732 -0.02620 1.83792 2.8 -2.2 -0.8
N -1.82194 1.49707 2.27673 -2.5 0.8 -0.1
N -1.24308 0.62231 1.88009 -0.8 2.2 1.2
H 0.95639 1.64592 -2.49833 0.2 0.1 -0.4
H -0.03268 0.12829 -2.19032 0.7 1.3 0.8
H 1.29135 0.69265 -0.96678 -1.6 0.5 -1.7


8
Properties=species:S:1:pos:R:3:forces:R:3 method="wB97M-V/def2-TZVPD" e_lumo_ev="-1.64 / -2.47" relative_energy_kcal_mol=112.4 homo_ha="-0.3557 / -0.3571" e_tot_ev=-6691.6171 orbital_gap_ev="8.036 / 7.248"
C -0.14994 -0.33375 0.94096 -0.8 1.7 -1.9
C -1.27486 -0.16675 0.29456 0.2 -0.9 0.1
C 0.90083 0.46906 -1.03182 -0.8 0.0 -1.0
N 0.93699 -0.07171 0.17994 -0.1 -0.9 -0.2
O 0.02929 0.66174 -1.89141 0.3 -0.4 1.3
H 0.07491 -0.70455 1.83515 0.3 -1.5 3.7
H -1.42769 0.36637 -0.60275 -1.1 1.0 -0.9
H 1.91661 0.65761 -1.19546 1.9 1.1 -1.2


8
Properties=species:S:1:pos:R:3:forces:R:3 method="wB97M-V/def2-TZVPD" e_lumo_ev="0.83 / 0.83" relative_energy_kcal_mol=126.4 homo_ha="-0.2720 / -0.2720" smiles="[O-][NH+]=c1cc1" e_tot_ev=-6691.0109 orbital_gap_ev="8.235 / 8.236"
O -2.47686 0.45148 -0.12787 -2.8 1.5 -0.4
N -1.64815 -0.49466 -0.15146 -0.6 -2.4 0.2
C -0.45118 -0.16045 0.12137 0.8 -0.6 -0.7
C 0.93345 -0.14726 -0.10539 3.0 -0.5 -0.6
C 0.34710 1.01466 -0.06824 -0.8 -1.6 0.7
H -2.07675 -1.48859 -0.29054 1.6 1.8 0.5
H 1.96879 -0.51107 -0.29864 -1.3 -0.3 0.3
H 0.40886 2.03368 -0.12019 0.0 2.2 -0.1


8
Properties=species:S:1:pos:R:3:forces:R:3 method="wB97M-V/def2-TZVPD" e_lumo_ev=-0.38 relative_energy_kcal_mol=5.5 homo_ha=-0.4153 smiles="CC(=O)C#N" e_tot_ev=-6696.2549 orbital_gap_ev=10.917
C 0.38932 -0.60998 0.65792 0.0 0.0 0.1
C -0.55342 -0.08297 -0.38917 -0.3 -0.3 -0.1
O -1.50654 -0.67614 -0.82624 0.4 0.3 0.2
C -0.23421 1.27956 -0.89551 0.2 0.9 -0.4
N 0.01802 2.35076 -1.25124 -0.2 -1.0 0.3
H -0.15100 -1.28912 1.32061 0.1 0.1 -0.1
H 1.18582 -1.17269 0.15786 -0.1 0.1 0.0
H 0.85200 0.20058 1.22575 -0.1 -0.1 -0.1


8
Properties=species:S:1:pos:R:3:forces:R:3 method="wB97M-V/def2-TZVPD" e_lumo_ev="-2.22 / -2.15" relative_energy_kcal_mol=96.3 homo_ha="-0.3968 / -0.3845" smiles="CC(=O)C#N" e_tot_ev=-6692.3146 orbital_gap_ev="8.574 / 8.311"
C -0.82646 0.54971 -0.19429 -3.4 -0.1 0.3
C 0.43834 -0.08090 -0.16251 8.5 5.4 -6.7
O 1.73522 0.53687 -0.95537 -7.4 -3.3 4.3
C 0.91209 -1.12656 0.55327 0.5 -1.3 1.0
N 1.40708 -1.91266 1.22512 0.2 -0.7 0.4
H -0.91525 1.64628 -0.36540 0.8 -0.9 0.1
H -1.15502 0.30468 0.85342 -0.7 0.5 -0.9
H -1.59599 0.08259 -0.95425 1.6 0.5 1.5